{"formula": "C7H12O3", "method": "ωB97M-V/def2-TZVPD", "homo_lumo_gap_ev": 6.44, "homo_energy_ev": -6.85, "de_lowest_ev": 5.612, "lumo_energy_ev": -0.41, "elements": ["O", "O", "O", "C", "C", "C", "C", "C", "C", "C", "H", "H", "H", "H", "H", "H", "H", "H", "H", "H", "H", "H"], "xyz": [[-2.852, 1.091, -0.270], [0.974, 2.586, 1.045], [2.110, -0.989, 0.370], [2.774, 0.283, 0.541], [0.940, -0.807, -0.123], [-0.131, -1.723, 0.085], [-2.037, 0.214, 0.474], [0.266, 0.286, -0.885], [-1.002, -0.430, -0.405], [-1.122, -1.733, -1.065], [0.414, 0.310, -1.971], [0.898, 3.466, 1.422], [-0.738, -1.860, -2.080], [0.441, 1.275, -0.405], [-3.406, 0.583, -0.871], [3.553, 0.106, 1.285], [-2.630, -0.565, 0.978], [-1.541, 0.818, 1.244], [3.201, 0.570, -0.427], [-2.010, -2.319, -0.825], [2.138, 1.196, 0.920], [-0.242, -2.357, 0.964]], "forces_ev_per_angstrom": [[-0.1, 0.1, -0.1], [0.0, -0.9, -0.4], [-1.7, 1.1, 0.5], [1.3, 2.3, 0.6], [0.1, -1.8, -1.0], [0.2, 0.2, 0.3], [0.1, 0.0, 0.4], [0.2, 0.1, 0.6], [-0.4, -0.1, 0.0], [-0.3, 0.2, -0.2], [0.1, 0.0, 0.3], [0.0, -0.1, 0.0], [-0.1, 0.0, 0.3], [0.0, 0.3, 0.1], [0.0, 0.0, 0.0], [0.0, -0.1, -0.3], [0.1, 0.1, -0.1], [0.0, 0.0, -0.3], [0.1, -0.1, 0.2], [0.2, 0.1, -0.1], [0.1, -1.2, -0.4], [0.1, 0.2, -0.3]]}